A structure of composition C24H29As2O12PS4Tc in a non-equilibrium geometry, computed with ωB97M-V/def2-TZVPD.

```
73
Properties=species:S:1:pos:R:3:lowdin_spin:R:1
Tc 0.44633 0.68906 0.33628 0.805
O -2.25578 2.73091 2.95207 0.000
As -2.53299 1.80614 1.47561 0.001
O -3.88078 2.31714 0.72502 0.002
O -1.18752 1.96531 0.53373 0.003
C -2.80927 -0.00296 2.14247 0.000
C -3.99695 -0.56003 1.67147 0.000
C -4.39979 -1.82315 2.08279 0.000
C -3.62132 -2.53368 2.98655 0.000
C -2.42730 -1.99332 3.43746 0.000
C -2.01107 -0.74302 3.01005 0.001
S -0.40376 -0.17796 3.57094 0.004
O -0.60681 0.60067 4.76823 -0.001
O 0.35072 -1.40307 3.76110 0.000
O 0.08391 0.64658 2.44977 0.021
H -2.36670 3.66483 2.74616 0.000
H -4.58479 0.00821 0.96053 0.000
H -5.31706 -2.24778 1.69367 0.000
H -3.92554 -3.51924 3.31977 0.000
H -1.77878 -2.55445 4.09798 0.000
O -1.39133 -0.89976 -3.19277 0.003
As -2.00082 0.08820 -1.84258 0.005
O -3.57736 -0.31728 -1.78107 -0.001
O -1.11106 -0.32785 -0.48296 0.027
C -1.77371 1.94612 -2.37451 0.002
C -2.93754 2.69759 -2.26502 0.000
C -2.93672 4.04526 -2.59475 0.000
C -1.76996 4.64752 -3.04232 0.000
C -0.60554 3.90104 -3.14564 0.000
C -0.60813 2.55850 -2.81610 0.001
S 0.94582 1.66466 -2.88298 0.001
O 1.01984 0.93676 -4.12934 0.000
O 1.98812 2.64191 -2.68321 0.003
O 0.73792 0.71251 -1.75300 0.000
H -2.18659 -1.31461 -3.54585 0.000
H -3.82810 2.22348 -1.87213 0.000
H -3.84342 4.62488 -2.47470 0.000
H -1.75533 5.70355 -3.28502 0.000
H 0.32786 4.36054 -3.44437 0.000
S 1.16889 2.88111 0.44032 0.080
C 2.90976 2.89338 0.27381 0.004
C 3.60853 4.07087 0.02456 0.006
C 4.98910 4.05869 -0.08769 -0.001
C 5.68417 2.86168 0.05088 0.007
C 4.99165 1.68838 0.30530 -0.001
C 3.60401 1.69995 0.41651 0.004
S 2.68768 0.26946 0.84830 0.014
H 3.05604 4.99551 -0.09630 0.000
H 5.52339 4.97896 -0.29467 0.000
H 6.76397 2.84319 -0.04547 0.001
H 5.52105 0.74902 0.41901 0.000
C 2.34483 -3.09767 2.29333 0.001
C 2.23906 -2.91146 0.78792 -0.001
P 0.80262 -1.96386 0.11597 0.006
C -0.64865 -2.97896 0.62471 0.004
C -0.87353 -4.28758 -0.12438 0.001
C 1.11182 -2.18854 -1.67938 -0.001
C 1.75176 -3.47213 -2.20095 -0.001
H 3.26600 -3.63855 2.52964 0.000
H 1.51102 -3.67880 2.69175 0.000
H 2.34860 -2.14553 2.81702 0.001
H 2.21362 -3.88762 0.29198 0.000
H 3.13001 -2.40511 0.41094 0.000
H -1.52303 -2.33176 0.53330 0.000
H -0.50302 -3.16557 1.69129 0.000
H -1.03054 -4.10805 -1.18916 0.000
H -1.76085 -4.79764 0.25892 0.000
H -0.02576 -4.96793 -0.01670 0.000
H 1.73817 -1.33558 -1.94406 0.000
H 0.17077 -2.00138 -2.19059 0.000
H 2.77618 -3.59672 -1.84663 0.000
H 1.79149 -3.42460 -3.29169 0.000
H 1.19251 -4.36839 -1.93118 0.000
```

Summary:
- total charge = -2
- E_HOMO (spin up / spin down) (hartree) = -0.0752 / -0.0807
- LUMO level (spin up / spin down) (eV) = 4.45 / 4.44
- expectation value of S² = 0.76
- frontier orbital gap (spin up / spin down) (Eh) = 0.2386 / 0.2440
- spin multiplicity = 2

***

A structure of composition C24H25N3O2 in a non-equilibrium geometry, computed with ωB97M-V/def2-TZVPD.

```
54
Properties=species:S:1:pos:R:3:lowdin_charge:R:1
C -0.27041 -4.36337 2.99847 -0.001
H 0.27018 -3.99536 3.93282 0.099
O -0.72460 -3.12360 2.22512 -0.100
C 0.19070 -2.20529 2.02323 -0.367
C -0.20555 -1.09304 1.52289 -0.144
C 0.36309 -0.12546 1.12686 -0.106
C 1.65023 -0.17986 1.40922 -0.185
C 2.42194 -1.22511 1.79127 0.008
C 1.61472 -2.33232 2.18216 0.052
H 2.02535 -3.08637 2.74370 0.067
H 3.30045 -1.31680 1.85496 0.004
N 2.64674 0.87206 0.76895 -0.022
H 3.71386 0.84813 1.18962 0.178
C 2.23503 1.80447 -0.34863 -0.204
C 1.30519 2.75360 -0.06717 -0.170
N 0.88779 3.32524 1.14202 0.132
C -0.13920 4.19965 1.05292 -0.214
C -0.84817 4.98648 1.82815 -0.084
C -1.90742 5.75784 1.15862 -0.135
C -2.53265 5.39886 -0.01093 -0.070
C -1.68416 4.53882 -0.90317 -0.087
C -0.80126 3.80734 -0.45719 -0.185
N 0.14794 3.02946 -1.09567 -0.013
C -0.04975 2.47786 -2.34161 -0.246
H -0.27463 3.28865 -3.16242 0.172
H 1.11307 2.54853 -2.83103 0.205
C -0.51307 1.21172 -2.26088 -0.355
O 0.38747 0.21629 -2.45775 -0.100
C -0.05888 -1.16688 -1.87909 -0.117
C -1.33925 -1.50778 -1.88510 -0.100
C -1.53894 -2.83398 -1.67405 0.003
C -0.40810 -3.73040 -1.18925 -0.321
C 0.73633 -3.21893 -1.24516 -0.145
C 1.11895 -1.96456 -1.48347 0.066
H 2.09245 -1.62118 -1.55361 0.107
H 1.47830 -3.87712 -1.11085 0.103
C -0.70609 -5.06081 -0.78097 -0.065
H -1.82039 -5.59565 -1.33708 0.173
H -1.36095 -5.08052 0.22863 0.111
H -0.08736 -5.83757 -0.73594 0.009
H -2.70935 -3.10645 -1.41914 0.166
H -2.33628 -1.05763 -2.22164 0.157
H -1.33155 1.01823 -1.58420 0.133
H -1.05084 1.04532 -3.26292 0.156
H -2.10577 4.30959 -1.95181 0.134
H -3.28379 6.11456 -0.27694 0.080
H -2.47091 6.42636 2.04520 0.147
H -0.41550 5.32685 2.89101 0.149
H 3.27014 2.39657 -0.61904 0.184
H 2.00096 1.03081 -1.18826 0.138
H -0.05791 0.81740 0.52163 0.181
H -1.43699 -1.10310 1.18493 0.217
H 0.60626 -4.74074 2.24962 0.131
H -1.10738 -5.00087 3.26296 0.074
```

Summary:
- E_HOMO (hartree) = -0.2698
- LUMO level (eV) = 0.36
- frontier orbital gap (Eh) = 0.2832

***

A cluster of 2 separate species, C4H12ClN2O3 in total, computed with ωB97M-V/def2-TZVPD.

```
22
Properties=species:S:1:pos:R:3:lowdin_charge:R:1
C -2.21783 0.64283 -0.39600 -0.008
C -0.34124 1.00097 1.13632 -0.019
C -0.75854 -1.33585 0.36524 -0.291
C 3.22018 0.49698 -0.13256 -0.949
N 0.01540 -1.18932 -0.95224 0.188
N -1.35842 0.05570 0.65328 -0.193
O -1.88789 -2.11493 -0.00225 -0.053
O 4.29172 1.22441 -0.18638 0.105
O 2.20315 0.64580 -0.75450 -0.007
Cl 3.41462 -0.81048 0.99157 0.784
H -2.88547 -0.13169 -0.76881 0.100
H -2.81682 1.45132 0.01945 0.111
H -1.60839 1.04218 -1.20211 0.101
H 0.25459 1.37203 0.30461 0.080
H -0.81136 1.84948 1.63005 0.111
H 0.31006 0.48813 1.84023 0.101
H 0.75315 -0.46377 -0.88751 0.084
H 0.47234 -2.09540 -1.08817 0.161
H -1.96687 -0.16787 1.44635 0.178
H -1.92432 -2.89538 0.55812 0.099
H 4.25009 1.96860 -0.81642 0.164
H -0.60817 -1.03375 -1.75828 0.151
```

Summary:
- total charge = +1
- E_HOMO (hartree) = -0.4338
- LUMO level (eV) = -2.66
- frontier orbital gap (Eh) = 0.3358

***

A structure of composition C25H48BN8OPReS2 in a non-equilibrium geometry, computed with ωB97M-V/def2-TZVPD.

```
87
Properties=species:S:1:pos:R:3:lowdin_spin:R:1
Re -0.33893 -0.91282 -1.17169 2.087
C -4.87894 -4.24189 -0.79522 0.001
N -3.89059 -4.08306 -1.92360 0.018
C -3.94301 -4.77328 -3.11987 0.007
C -2.88442 -4.36755 -3.84354 0.009
N -2.18620 -3.43285 -3.12581 0.012
B -0.68204 -3.06872 -3.37908 0.010
N 0.18605 -4.15634 -2.53620 0.012
C 0.28159 -5.48566 -2.88372 0.004
C 1.31416 -6.03842 -2.30718 0.004
N 2.02854 -5.01564 -1.63690 0.014
C 3.14271 -5.22487 -0.71912 0.001
C 1.30881 -3.84018 -1.81182 0.019
S 1.53198 -2.34196 -0.93359 0.097
C -2.80087 -3.27234 -1.93792 0.024
S -2.22512 -2.16908 -0.66303 0.139
H -4.28708 -4.02236 0.06788 0.000
H -5.13144 -5.32490 -0.79724 0.000
H -5.76138 -3.65409 -1.01300 0.000
H -4.57537 -5.62201 -3.25910 0.001
H -2.51557 -4.74653 -4.77928 0.001
H -0.54161 -1.90377 -2.99066 0.019
H -0.44383 -3.11986 -4.49010 0.000
H -0.35880 -5.93546 -3.59961 0.000
H 1.75569 -7.02174 -2.39806 0.000
H 2.86752 -6.09288 -0.10078 0.000
H 3.20847 -4.28489 -0.13415 0.000
H 4.08621 -5.50181 -1.24492 0.000
N 0.03787 -0.03472 0.32768 0.285
P 0.31194 1.43257 1.06025 0.061
N 1.84984 1.90642 1.23930 0.005
C 2.52444 1.61413 2.53022 0.001
C 3.62330 0.54164 2.43154 0.000
C 4.58803 0.87650 1.34129 0.000
C 3.78575 1.00292 -0.04360 0.000
C 2.78413 2.10108 0.10693 0.000
N -0.43336 1.28667 2.50501 0.008
C -0.95704 2.46839 3.32673 0.001
C -0.37313 2.47702 4.73666 0.000
C -0.55141 1.14097 5.43508 0.000
C -0.06638 -0.04626 4.58286 0.001
C -0.62361 -0.02169 3.20694 0.006
N -0.38060 2.60213 0.07509 0.031
C 0.13741 3.95202 -0.40342 0.003
C -0.55760 5.13210 0.27206 0.002
C -2.09794 5.00226 0.05097 0.000
C -2.62470 3.61095 0.37636 0.001
C -1.82948 2.47169 -0.21621 0.003
H 1.75957 1.33564 3.22524 0.000
H 2.95111 2.55675 2.89508 0.000
H 3.15634 -0.42052 2.31526 0.000
H 4.23539 0.55028 3.35118 0.000
H 5.39857 0.13227 1.26950 0.000
H 5.10721 1.81269 1.52966 0.000
H 3.22251 0.10686 -0.14899 0.000
H 4.43984 1.15383 -0.88294 0.000
H 2.20338 2.21491 -0.78992 0.000
H 3.31357 3.03048 0.25725 0.000
H -2.04999 2.31722 3.36366 0.000
H -0.67694 3.35523 2.78410 0.000
H -0.87439 3.29377 5.27281 0.000
H 0.72154 2.71608 4.64325 0.000
H -1.64300 1.05531 5.64503 0.000
H -0.03882 1.11405 6.39566 0.000
H -0.39362 -0.95861 5.03942 0.000
H 0.98057 -0.05478 4.51886 0.000
H -1.68574 -0.20754 3.19800 0.000
H -0.23130 -0.80604 2.57398 0.003
H -0.02602 4.03824 -1.51353 0.000
H 1.18979 3.97375 -0.22840 0.000
H -0.23407 6.06598 -0.12370 0.000
H -0.27641 5.13843 1.34729 0.000
H -2.32936 5.21810 -0.97432 0.000
H -2.56973 5.73735 0.68423 0.000
H -3.64455 3.45782 -0.00073 0.000
H -2.68744 3.47214 1.44566 0.000
H -1.99844 2.52391 -1.26899 0.000
H -2.15717 1.53681 0.08823 0.002
C 0.72342 1.70872 -4.30459 0.001
C -0.42186 1.59048 -3.33368 0.011
O 0.10490 0.98941 -2.11772 0.085
H 0.29636 1.86868 -5.26845 0.000
H 1.29578 0.83128 -4.19536 0.000
H 1.39775 2.49486 -4.02403 0.000
H -1.23075 0.92643 -3.70198 0.004
H -0.84992 2.58913 -3.03521 0.001
H 0.10794 1.67879 -1.34525 0.003
```

Summary:
- total charge = +2
- E_HOMO (spin up / spin down) (hartree) = -0.4666 / -0.5008
- LUMO level (spin up / spin down) (eV) = -5.79 / -6.02
- expectation value of S² = 3.77
- frontier orbital gap (spin up / spin down) (Eh) = 0.2536 / 0.2795
- spin multiplicity = 4

***

no.,E (eV),molecular weight (u)
1,-226439.234,916.6
2,-33841.153,387.5
3,-25980.056,171.6
4,-74426.942,768.8